No. 1
Computed, not measured: a molecular structure, C30H25AlN6O2S3SeSi at a distorted geometry, with ωB97M-V/def2-TZVPD.

CARTESIAN COORDINATES (ANGSTROEM)
H: -1.4056 -3.8680 0.3822
C: -4.2741 -3.0052 -1.1770
C: -0.0740 5.1830 -0.2151
C: 2.1252 -3.7935 -2.6867
C: 3.5762 2.1524 2.3939
S: -4.5716 2.2315 -0.1641
C: -3.7839 2.2287 -1.7037
H: -3.5702 2.3631 2.5634
S: 2.3511 2.2094 0.0007
C: 2.8574 -1.5658 -3.1592
C: 1.7065 -2.5278 1.7616
Si: -0.0319 -1.2683 -0.1667
H: 0.6298 -3.9923 -1.1782
C: 1.2552 -3.3043 -1.7301
H: -1.8450 2.2341 2.2045
H: 0.2318 2.1525 4.2015
N: 2.0459 2.3007 -3.1448
C: 1.2045 2.1532 3.7311
C: -3.0030 2.2220 0.6030
H: 2.3397 2.1344 5.5229
H: 2.4000 -2.6274 0.9377
O: -0.0789 0.3341 -0.2011
H: -2.5274 2.1884 -4.4545
H: -4.3588 2.2232 -2.6042
C: 0.4827 -1.9019 1.5503
H: 3.4817 -0.8840 -3.7193
Al: -0.0392 2.0962 -0.1131
C: -2.1088 -3.2608 -0.1720
C: -1.7511 -1.9714 -0.5491
C: 1.1589 -2.9353 4.0613
H: 2.5760 2.3634 -3.9952
C: 1.9940 -1.0845 -2.1917
N: -0.1032 2.2073 -2.1770
H: -3.6072 -4.7863 -0.2042
N: -0.1021 4.0060 -0.2631
H: 4.4865 2.1459 1.8163
C: -1.6093 2.2041 -3.9102
C: -3.3515 -3.7772 -0.4912
H: 3.6023 -3.3077 -4.1618
H: -1.3517 -1.3211 2.4828
H: -0.7565 -2.2269 4.6935
H: 2.5196 2.3323 -2.2558
H: -2.4086 -0.2246 -1.5729
C: -2.6820 -1.2189 -1.2537
N: 1.2029 2.1751 2.3896
C: 1.1745 -1.9402 -1.4663
C: 2.0439 -3.0388 3.0024
H: 2.9966 -3.5278 3.1439
N: -2.0189 2.2075 -0.2474
C: -3.9358 -1.7173 -1.5543
C: -0.0602 -2.3068 3.8709
S: -0.0995 2.2311 -4.7409
H: 4.5237 2.1464 4.3042
Se: -0.0481 6.8899 -0.1474
C: 2.3721 2.1444 4.4477
N: -2.8181 2.1912 1.9212
C: -2.4350 2.2129 -1.5469
C: 0.7143 2.2500 -3.1907
H: -4.6499 -1.1054 -2.0874
H: 2.1798 -4.8558 -2.8746
C: 2.3642 2.1715 1.6805
O: 0.0378 2.2080 1.7589
C: 2.9265 -2.9255 -3.4095
H: 1.4157 -3.3455 5.0280
C: -1.4172 2.2023 -2.5678
H: 1.9524 -0.0258 -1.9800
H: -5.2493 -3.4050 -1.4173
C: 3.5910 2.1475 3.7623
C: -0.3909 -1.7971 2.6286

- F_max: 0.056 Eh/bohr
- Orbital gap: 7.4 eV
- HOMO energy: -7.30 eV
- Multiplicity: 1

No. 2
Computed, not measured: a molecular structure, C32H25ClF5N5O4PSTi, with ωB97M-V/def2-TZVPD.

CARTESIAN COORDINATES (ANGSTROEM)
H: -0.7294 4.7723 -3.6172
P: -0.9227 0.3979 -1.3976
O: -0.0603 5.1182 1.2961
H: 3.2021 0.0419 5.7342
C: -4.1341 0.8455 1.0278
H: 4.1497 0.0962 -2.4092
C: -1.8368 -3.7545 -3.0337
C: -1.6144 -1.3930 -3.4070
N: 2.5691 -0.4941 1.9330
H: -1.6087 3.1845 -1.9501
C: -1.1551 -1.2351 -2.1002
H: -1.7092 -0.5383 -4.0641
H: 1.7623 -3.5672 -0.2562
C: 2.2887 -2.7747 -0.7695
H: 2.8001 -1.2450 3.8570
H: 2.0717 -3.1665 2.7642
C: -0.1889 0.5675 2.6577
C: -1.3800 -0.3900 5.0487
C: 2.7586 -1.6485 1.4171
C: -0.3658 3.7543 -3.6005
H: -3.2874 1.4842 -2.6853
H: -2.0957 0.2533 1.2550
H: -2.2829 -2.7804 -4.8930
H: -1.3318 -4.4503 -1.0692
C: -1.4006 -3.5941 -1.7266
C: -3.5149 1.3097 -1.6403
N: 3.0081 0.8600 5.1799
H: 3.0365 1.7599 5.6293
H: -6.1066 1.5128 0.5207
C: -0.4325 -0.7731 2.8847
Ti: 0.9686 1.5406 1.1176
H: -0.7118 -2.2094 -0.2400
C: -0.4108 1.5429 -2.6604
H: 1.9900 -3.5911 -2.7330
F: -1.4968 1.8236 5.8354
F: -1.2190 -2.5802 4.2041
C: -1.0559 -2.3364 -1.2570
C: 2.4126 -2.7854 -2.1489
Cl: 0.3023 4.1021 0.3711
O: 1.6566 3.5079 0.7371
C: 0.5942 3.3407 -4.5131
C: 3.6072 -0.7294 -1.9653
S: 2.6449 2.2296 2.9611
C: 1.0597 2.0325 -4.4981
H: 3.8023 -2.7942 2.9116
H: 1.8144 1.7166 -5.2046
H: -2.1060 -4.7372 -3.3967
H: 3.2331 -3.7339 1.5562
C: 2.9745 -2.9045 2.2067
F: -1.9311 -0.8469 6.1681
C: -1.1593 0.9679 4.8748
C: 3.0864 -1.7421 -2.7610
C: -5.1061 1.3205 0.1590
H: 0.9819 4.0409 -5.2404
C: -2.5347 0.8463 -0.7637
C: -4.7967 1.5512 -1.1740
C: -2.8491 0.6084 0.5684
N: 3.4927 -0.7060 -0.6452
C: 2.8310 -1.7043 -0.0685
C: 2.7772 0.8077 3.8652
C: -0.8645 2.8584 -2.6678
H: 3.2286 -1.7183 -3.8324
H: 0.9316 0.1157 -3.5557
N: 0.2830 0.2420 -0.2396
C: -1.9408 -2.6555 -3.8751
O: 1.3552 1.1414 -0.5704
N: 2.6649 -0.4066 3.3050
O: -0.5208 2.8150 0.6803
H: -4.3741 0.6643 2.0661
F: -0.0815 -1.7120 1.9679
C: 0.5599 1.1318 -3.5743
F: -0.4201 2.7370 3.5710
H: -5.5527 1.9211 -1.8526
C: -1.0150 -1.2698 4.0416
C: -0.5945 1.4036 3.6838

- Energy relative to the best compared isomer or geometry (same formula, charge and spin): 0.607 eV
- Charge: +1
- F_max: 0.017 Eh/bohr
- Orbital gap: 8.3 eV
- HOMO energy: -11.50 eV
- Multiplicity: 1

No. 3
Computed, not measured: a molecular structure, C7H8MgN2O4S at a distorted geometry, with ωB97M-V/def2-TZVPD.

CARTESIAN COORDINATES (ANGSTROEM)
N: 2.4113 2.0025 1.9800
Mg: -0.5308 0.6927 -0.8787
C: 1.0951 -0.9076 -1.8165
O: 1.9277 -1.6726 -2.0174
H: 1.7570 2.6962 2.3157
C: -1.7465 -1.4431 -0.5651
H: -0.7711 3.0093 -3.7762
H: -1.8518 3.8073 -2.5068
H: 3.2346 1.8974 2.5676
O: -2.0515 -2.4934 -0.1886
C: 0.2591 -0.7501 0.7288
H: -3.5794 2.0439 -2.8647
C: -2.6119 2.0171 -3.3729
H: 4.3730 0.9653 0.7446
N: 3.5233 1.0665 0.1978
C: -1.6859 2.9619 -3.1799
S: 1.2875 2.4208 -0.4246
O: -1.8004 1.0779 2.4790
H: -2.5025 1.2477 -4.1416
C: 2.4656 1.7740 0.6472
H: 3.6783 1.0385 -0.8045
O: 0.7380 -1.4508 1.5004
C: -1.5249 1.0679 1.3634

- Energy relative to the best compared isomer or geometry (same formula, charge and spin): 0.000 eV
- Charge: +2
- F_max: 0.097 Eh/bohr
- Orbital gap: 8.5 eV
- HOMO energy: -16.82 eV
- Multiplicity: 1

Question: Look up the F_max of the first one.
Answer: 0.056 Eh/bohr